{
  "formula": "C41H37F5MnOP2",
  "method": "ωB97M-V/def2-TZVPD",
  "elements": ["Mn", "P", "P", "F", "F", "F", "F", "F", "O", "C", "C", "C", "C", "C", "C", "C", "C", "C", "C", "C", "C", "C", "C", "C", "C", "C", "C", "C", "C", "C", "C", "C", "C", "C", "C", "C", "C", "C", "C", "C", "C", "C", "C", "C", "C", "C", "C", "C", "C", "C", "H", "H", "H", "H", "H", "H", "H", "H", "H", "H", "H", "H", "H", "H", "H", "H", "H", "H", "H", "H", "H", "H", "H", "H", "H", "H", "H", "H", "H", "H", "H", "H", "H", "H", "H", "H", "H"],
  "xyz": [[-2.6829, -0.1139, -0.6910], [-5.0171, -5.7475, -5.4250], [-4.4287, -3.4251, -7.0646], [-0.9643, 4.0422, 0.2149], [1.3018, 4.0685, 4.2883], [0.3208, -0.1081, 2.2337], [0.1405, 5.3345, 2.2157], [1.4831, 1.3076, 4.2256], [-1.0850, 1.0909, 0.1680], [-0.3759, 3.2663, 1.1521], [-6.8159, -1.8689, -10.1048], [0.9546, -2.3862, -2.6162], [-7.4977, -8.3199, -7.3159], [-2.6277, -2.3232, -5.3432], [1.1733, -2.0166, -0.1755], [-5.1225, -2.9995, -8.7347], [-3.8442, -5.9891, -6.7802], [-6.0746, -7.2133, -5.6744], [0.8590, 3.3518, 3.2389], [-6.0837, -8.3764, -4.8807], [-6.0737, -2.1441, -11.2736], [-2.8558, -7.3483, -1.6900], [-4.0908, -6.2437, -3.9331], [-6.8692, -7.1689, -6.8363], [-1.2101, -0.4247, -5.7481], [-6.3468, -2.2862, -8.8493], [-1.6286, -1.4627, -4.9020], [0.4686, -2.4378, -1.2134], [-6.7369, -9.5341, -5.3491], [0.2197, 3.9855, 2.1862], [-2.7502, -1.1344, -7.4685], [2.8011, -0.0816, -0.3403], [-3.2289, -1.2577, 1.0054], [-4.6672, -6.0772, -2.6486], [2.5704, -1.6034, -0.2997], [1.7591, -1.2109, -3.1705], [-1.7549, -0.2553, -7.0205], [-4.4878, -3.4177, -9.9164], [1.9964, 0.6156, -1.3669], [0.8872, 1.9557, 3.2020], [0.2967, 1.2501, 2.1559], [1.5532, 0.1513, -2.5376], [-4.0751, -6.6626, -1.5322], [-7.4308, -9.5213, -6.5730], [-3.1851, -2.1758, -6.6316], [-3.3411, -4.8447, -7.3185], [-2.8098, -6.8039, -4.0328], [-2.2067, -7.3965, -2.9189], [-0.4498, 1.8133, 1.0488], [-4.9223, -2.9364, -11.1607], [2.8417, -1.4280, -3.1580], [-6.9276, -2.0521, -7.9422], [-1.2118, -1.5646, -3.9036], [-2.2910, -6.8234, -4.9837], [-4.2437, -1.6770, 0.8032], [-1.4517, 0.5845, -7.6582], [-6.4212, -1.8011, -12.2579], [-5.5396, -8.4122, -3.9346], [-6.6926, -10.4660, -4.7647], [1.4388, -1.1365, -4.2361], [0.1286, -2.6092, -3.2919], [0.6458, 0.6071, -2.9770], [-6.9336, -6.2156, -7.3748], [-2.4047, -1.9772, 1.1551], [3.0493, -1.8659, 0.6582], [-0.5045, -2.9136, -1.0209], [-2.4289, -7.8716, -0.8431], [-4.5536, -6.6251, -0.5545], [-3.1763, -1.0144, -8.4605], [-2.9946, -3.1253, -4.6995], [-1.2494, -7.9256, -3.0367], [1.6215, -3.2476, -2.6950], [-3.6333, -4.0968, -9.8522], [-0.4904, 0.2962, -5.3822], [0.8014, -1.8684, 0.8218], [1.6991, 1.6169, -1.0267], [3.0050, -2.0548, -1.1964], [-7.9103, -10.4316, -6.9637], [-3.2058, -0.3972, 1.6913], [-5.5944, -5.5051, -2.5343], [-3.7107, -6.9841, -7.1668], [-8.0382, -8.2843, -8.2664], [-2.3481, -4.6604, -7.7628], [-7.7606, -1.3291, -10.1985], [2.4727, 0.3956, 0.6028], [-4.3418, -3.1881, -12.0555], [3.9013, 0.1234, -0.4078]],
  "forces_ev_per_a": [[1.9, 0.7, 1.7], [-1.5, 0.0, 0.9], [-0.9, 1.2, 0.3], [-0.2, -0.4, -0.1], [0.1, -0.5, -0.4], [0.1, 0.4, 0.1], [-0.1, -0.6, -0.3], [-0.3, 0.0, -0.5], [-0.7, 0.0, -0.5], [-0.4, -0.8, -0.7], [0.4, -0.2, -0.3], [0.2, -1.4, -0.2], [-0.1, -0.3, 0.5], [0.0, 0.1, -0.3], [-0.3, 0.4, 0.0], [0.1, -0.2, -0.6], [-0.1, 1.0, -0.7], [-0.3, -0.7, 0.1], [-0.5, -0.4, -0.2], [-0.1, -0.3, -0.7], [0.0, -0.3, 0.7], [-0.3, 0.0, 0.1], [0.9, 0.0, 0.3], [0.3, -0.3, 0.0], [-0.1, 0.1, 0.1], [0.4, 0.0, 0.1], [-0.4, 0.4, -0.6], [-1.0, 0.2, 0.7], [-0.3, 0.2, -0.1], [0.1, 0.0, 0.2], [0.3, -0.1, 0.6], [0.7, 0.2, 0.3], [-0.5, 0.3, -1.5], [0.0, -0.1, -0.4], [1.1, 0.9, 0.5], [0.7, 0.8, -0.4], [-0.4, -0.1, 0.1], [-0.2, 0.6, -0.1], [-0.2, 0.8, -0.7], [0.2, 0.4, 0.2], [-0.8, -0.4, -0.8], [-1.8, -0.6, 0.3], [0.6, -0.2, -0.5], [0.3, 0.5, -0.1], [0.5, 0.5, -0.4], [-0.1, -0.3, 0.6], [-0.2, -0.3, 0.5], [0.0, 0.2, -0.1], [1.0, 1.4, 1.9], [0.0, -0.1, -0.1], [-0.5, -0.1, -0.2], [0.4, -0.1, -0.5], [-0.1, 0.1, -0.3], [-0.1, -0.1, 0.0], [0.9, 0.1, 0.7], [0.0, -0.4, 0.3], [0.2, -0.1, 0.6], [-0.1, 0.0, -0.3], [0.0, 0.6, -0.3], [0.6, 0.1, 0.6], [0.1, -0.1, 0.2], [0.9, 0.7, 0.1], [0.0, -0.4, 0.0], [-0.6, 0.3, 0.1], [0.3, -0.6, -0.7], [0.2, 0.4, -0.2], [0.0, 0.1, 0.0], [0.1, 0.1, -0.2], [0.0, 0.0, 0.1], [0.1, 0.1, -0.1], [-0.5, 0.4, 0.2], [0.0, -0.3, -0.4], [-0.2, 0.4, -0.1], [0.1, 0.0, 0.0], [-0.6, -0.6, 0.2], [-0.2, -0.4, -0.5], [0.4, -0.1, 0.6], [0.3, 0.5, 0.3], [-0.1, -0.6, 0.1], [0.2, -0.4, -0.2], [1.1, -0.5, 0.2], [0.1, 0.0, 0.4], [-0.7, -0.8, -0.6], [0.3, -0.1, 0.2], [0.3, -0.5, -0.1], [-0.3, 0.0, 0.3], [-0.8, -0.1, -0.1]],
  "lowdin_spin": [4.865, 0.000, 0.000, 0.001, 0.001, 0.001, 0.000, -0.001, 0.074, 0.006, 0.000, 0.000, 0.000, 0.001, 0.004, 0.000, 0.000, 0.000, 0.005, 0.000, 0.000, 0.000, 0.000, 0.000, 0.000, 0.000, 0.002, 0.004, 0.000, -0.001, 0.000, 0.000, -0.017, 0.000, 0.001, 0.000, 0.000, 0.000, 0.000, -0.001, 0.005, 0.000, 0.000, 0.000, 0.000, 0.000, 0.000, 0.000, 0.005, 0.000, 0.000, 0.000, 0.002, 0.000, 0.021, 0.000, 0.000, 0.000, 0.000, 0.000, 0.000, 0.000, 0.000, 0.009, 0.000, 0.002, 0.000, 0.000, 0.000, 0.000, 0.000, 0.000, 0.000, 0.000, 0.000, 0.000, 0.000, 0.000, 0.010, 0.000, 0.000, 0.000, 0.000, 0.000, 0.000, 0.000, 0.000],
  "homo_energy_ev": [-7.16, -7.16],
  "multiplicity": 6,
  "s2": 8.776,
  "de_lowest_kcal_mol": 30.1
}